Entry from the Open Molecules 2025 dataset: an isolated molecule of C4H8O2 (ωB97M-V with the def2-TZVPD basis set).

The geometry in XYZ format:
```
14
Properties=species:S:1:pos:R:3
C 1.5843 -0.9418 -0.0230
C -0.3037 0.7242 2.0614
O 0.9488 0.2059 -0.5544
C -0.3569 -0.0310 -1.0196
C -1.3695 0.6087 -0.0807
O -1.1274 0.1186 1.2545
H 0.9819 -1.4126 0.7641
H 2.5290 -0.6077 0.4108
H 1.7909 -1.6807 -0.8112
H 0.0026 1.6759 1.5425
H -0.4665 0.4182 -2.0152
H -0.5573 -1.1070 -1.1108
H -2.3933 0.3298 -0.3456
H -1.2630 1.6994 -0.0728
```

Total charge   0
E_tot   -307.54407 hartree
Energy relative to the best compared isomer or geometry (same formula, charge and spin)   105.65 kcal/mol
HOMO   -8.50 eV
F_max   0.442 eV Å⁻¹
LUMO level   0.029 hartree

Per-atom Mulliken charges, elementary charge units:
1. C -0.7262
2. C -0.2539
3. O -0.3547
4. C -0.4103
5. C -0.5125
6. O -0.1804
7. H 0.3545
8. H 0.2457
9. H 0.3006
10. H 0.1558
11. H 0.3386
12. H 0.3408
13. H 0.3274
14. H 0.3747


Entry from the Open Molecules 2025 dataset: an isolated molecule of C4H8O2 (ωB97M-V with the def2-TZVPD basis set).

The geometry in XYZ format:
```
14
Properties=species:S:1:pos:R:3
C -1.7654 0.0690 0.3464
C -0.2681 -0.0954 0.5758
C 0.4588 -1.0759 -0.3782
O 1.4154 -0.2948 -1.0697
C 1.5336 0.9360 -0.4061
O 0.3418 1.1595 0.2856
H -2.3727 -0.6255 0.9348
H -2.0640 1.0830 0.6327
H -2.0108 -0.0514 -0.7116
H -0.0680 -0.3739 1.6221
H 0.9571 -1.8870 0.1687
H -0.2077 -1.5124 -1.1302
H 2.3943 0.9436 0.2849
H 1.6558 1.7251 -1.1552
```

Total charge   0
E_tot   -307.66139 hartree
Energy relative to the best compared isomer or geometry (same formula, charge and spin)   32.03 kcal/mol
HOMO   -9.80 eV
F_max   0.363 eV Å⁻¹
LUMO level   0.039 hartree

Per-atom Mulliken charges, elementary charge units:
1. C -1.3519
2. C 0.4923
3. C -0.4357
4. O -0.3888
5. C -0.1354
6. O -0.4284
7. H 0.3463
8. H 0.3121
9. H 0.3463
10. H 0.2749
11. H 0.2540
12. H 0.2518
13. H 0.2626
14. H 0.2000


Entry from the Open Molecules 2025 dataset: a cluster of 2 separate species, C4H8O2 in total (ωB97M-V with the def2-TZVPD basis set).

The geometry in XYZ format:
```
14
Properties=species:S:1:pos:R:3
C 0.0554 0.2642 2.0999
C -0.0816 -0.1944 0.8282
C 0.8959 -1.1312 0.1955
C 0.8054 -1.2858 -1.1399
O 1.9417 -1.6243 0.9054
H 0.0787 -0.2875 3.0327
H 0.1106 1.3498 2.1739
H -0.3590 0.6349 0.1890
H 1.4903 -1.8914 -1.7201
H 0.1033 -0.6344 -1.6518
H 2.6834 -1.7875 0.3344
O -2.5257 2.4029 -1.4310
H -2.9447 2.7050 -2.2271
H -2.2537 1.4797 -1.5889
```

Total charge   0
E_tot   -307.58756 hartree
Energy relative to the best compared isomer or geometry (same formula, charge and spin)   78.36 kcal/mol
HOMO   -8.35 eV
F_max   3.312 eV Å⁻¹
LUMO level   0.017 hartree

Per-atom Mulliken charges, elementary charge units:
1. C -0.5558
2. C -0.2890
3. C 0.9915
4. C -1.0304
5. O -0.4820
6. H 0.2950
7. H 0.1951
8. H 0.0734
9. H 0.3176
10. H 0.1648
11. H 0.3153
12. O -0.6295
13. H 0.3105
14. H 0.3236


> Number 1 is which compound?

C4H8O2